Record 1
# C50H54IN9O5S

C50H54IN9O5S as an isolated structure at a distorted geometry (ωB97M-V with the def2-TZVPD basis set, the Open Molecules 2025 dataset).

Results
* Kohn-Sham gap: 0.297 Ha

Each line ends with the Mulliken charge.
CARTESIAN COORDINATES (ANGSTROEM)
O: -4.089714 -1.019523 3.460752  -0.51
C: -4.509240 -2.303234 3.528614  0.50
O: -5.858204 -2.768237 3.167759  -0.39
C: -6.031637 -2.911320 1.714380  -0.09
C: -5.821766 -4.430655 1.133491  -0.50
C: -5.749731 -5.608070 2.271278  -0.57
C: -4.222594 -6.120222 2.633059  -0.58
O: -3.219774 -5.111123 2.259592  -0.04
S: -1.624065 -5.700049 2.390528  0.54
O: -1.172675 -6.381077 1.062796  -0.52
O: -0.630552 -4.278214 2.473743  -0.52
I: -1.071083 -3.342986 0.691338  0.59
H: -3.703190 -3.110273 3.869465  0.08
H: -5.232096 -2.198376 1.192791  0.01
H: -7.112890 -2.508477 1.411876  0.28
H: -4.902091 -4.415302 0.385424  0.24
H: -6.774863 -4.655560 0.450321  0.37
H: -6.314032 -6.571310 1.848615  0.32
H: -6.305598 -5.336758 3.272349  0.28
H: -4.046731 -7.182581 2.120653  0.39
H: -4.236522 -6.355640 3.803708  0.28
N: -1.528776 -1.179686 7.014327  -0.52
C: -0.462352 -1.548918 7.757132  -0.24
C: 0.521904 -2.417730 7.313791  -0.34
C: 0.405872 -2.944763 6.031889  -0.48
C: -0.682227 -2.584904 5.243436  0.04
C: -1.613379 -1.706229 5.773339  -0.44
H: -0.418278 -1.113613 8.751228  0.37
H: 1.358356 -2.677514 7.952631  0.36
H: 1.157141 -3.630020 5.650222  0.41
H: -0.801738 -2.978641 4.240463  0.42
H: -2.478314 -1.392122 5.195816  0.48
N: -3.126020 -1.697302 -2.821708  -0.58
C: -3.615544 -0.834062 -3.738515  -0.60
C: -3.372850 0.530077 -3.719250  -0.36
C: -2.583238 1.043704 -2.695922  -0.35
C: -2.066187 0.180120 -1.735716  -0.03
C: -2.361374 -1.169560 -1.841269  1.05
H: -4.228474 -1.282572 -4.514927  0.46
H: -3.789737 1.176387 -4.483282  0.46
H: -2.372251 2.108010 -2.647076  0.69
H: -1.447832 0.549166 -0.925340  0.48
H: -1.978283 -1.884354 -1.118345  -1.25
N: 2.343236 -1.775474 -0.286781  -0.43
C: 1.276361 -1.917378 -1.103477  -0.02
C: 1.183018 -1.335214 -2.357478  -0.52
C: 2.245863 -0.556022 -2.802134  -0.46
C: 3.357805 -0.389534 -1.983000  -0.30
C: 3.360325 -1.014776 -0.746481  -0.35
H: 0.471608 -2.531776 -0.710352  0.03
H: 0.302829 -1.485304 -2.972293  0.51
H: 2.208248 -0.082600 -3.778918  0.42
H: 4.202131 0.211933 -2.300203  0.41
H: 4.206785 -0.918195 -0.072325  0.56
N: -8.209796 -0.124209 -3.170279  -0.41
C: -7.044075 -0.370704 -2.533343  -0.53
C: -6.492826 0.472085 -1.581515  -0.31
C: -7.174801 1.642039 -1.264313  -0.34
C: -8.376956 1.924619 -1.904695  -0.63
C: -8.849968 1.018429 -2.840104  0.02
H: -6.548141 -1.294225 -2.817630  0.53
H: -5.554349 0.222568 -1.099582  0.46
H: -6.773100 2.327873 -0.524099  0.42
H: -8.932256 2.828232 -1.680215  0.37
H: -9.785523 1.192286 -3.364336  0.30
N: 6.517571 0.226235 0.563242  -0.34
C: 7.683291 -0.020261 1.200178  -0.67
C: 8.234541 0.822529 2.152006  -0.28
C: 7.552565 1.992482 2.469207  0.15
C: 6.350411 2.275063 1.828826  -0.80
C: 5.877398 1.368872 0.893416  0.05
H: 8.179226 -0.943781 0.915890  0.40
H: 9.173017 0.573011 2.633939  0.48
H: 7.954267 2.678316 3.209422  0.32
H: 5.795111 3.178676 2.053306  0.39
H: 4.941843 1.542729 0.369185  0.32
N: 9.234908 4.309728 4.671649  -0.44
C: 10.350096 3.594234 4.407496  0.38
C: 11.388048 3.423873 5.309593  -0.61
C: 11.280122 4.026358 6.558537  -0.23
C: 10.144493 4.771233 6.859572  -0.40
C: 9.157801 4.881361 5.893020  -0.26
H: 10.388805 3.146530 3.418698  0.13
H: 12.259604 2.836120 5.044653  0.36
H: 12.074143 3.916244 7.291379  0.36
H: 10.030384 5.253631 7.823698  0.36
H: 8.250840 5.449033 6.081374  0.36
N: -0.910142 4.103216 -3.528920  -0.27
C: -0.664049 5.424897 -3.394943  -0.25
C: 0.288983 6.109842 -4.131642  -0.50
C: 1.039841 5.397374 -5.060674  -0.14
C: 0.810936 4.034561 -5.220227  -0.71
C: -0.166694 3.438516 -4.439917  0.02
H: -1.273304 5.935999 -2.655185  0.36
H: 0.442388 7.172862 -3.984296  0.36
H: 1.796934 5.899829 -5.655653  0.36
H: 1.379595 3.451051 -5.935357  0.35
H: -0.385246 2.378131 -4.530071  0.38
N: 12.292351 2.239413 -0.100107  -0.53
C: 10.975454 2.061242 0.143593  0.05
C: 10.097327 1.478087 -0.755835  -0.11
C: 10.596877 1.054272 -1.982754  -0.56
C: 11.948426 1.225821 -2.263828  -0.31
C: 12.748593 1.816362 -1.298993  -0.29
H: 10.633156 2.411221 1.113132  0.20
H: 9.049312 1.357707 -0.505978  0.42
H: 9.938650 0.593894 -2.713807  0.39
H: 12.368444 0.906734 -3.210947  0.36
H: 13.810652 1.968869 -1.469523  0.36
N: -12.029397 -1.616285 -4.367219  -0.54
C: -13.096272 -1.758189 -5.183915  -0.17
C: -13.189616 -1.176024 -6.437916  -0.38
C: -12.126770 -0.396833 -6.882572  -0.29
C: -11.014828 -0.230345 -6.063438  -0.44
C: -11.012308 -0.855587 -4.826919  -0.44
H: -13.901025 -2.372587 -4.790789  0.37
H: -14.069804 -1.326114 -7.052731  0.35
H: -12.164385 0.076590 -7.859356  0.36
H: -10.170502 0.371122 -6.380641  0.36
H: -10.165849 -0.759005 -4.152763  0.93

Atoms 1-2, force components in eV/Å:
-3.33 -8.46 0.25
1.78 5.62 -0.79

---

Record 2
# C50H56ClF2Ge2OS5Ta

C50H56ClF2Ge2OS5Ta as an isolated structure at a distorted geometry (ωB97M-V with the def2-TZVPD basis set, the Open Molecules 2025 dataset).

Results
* Kohn-Sham gap: 0.241 Ha

Each line ends with the Mulliken charge.
CARTESIAN COORDINATES (ANGSTROEM)
Ta: 0.665212 1.551160 -2.009296  -0.59
C: -2.938424 -0.265972 -5.497434  -1.67
C: -2.256874 -1.229907 -4.560797  0.63
C: -2.830540 -1.558345 -3.335246  -0.43
C: -2.177720 -2.373401 -2.423811  0.44
C: -2.854428 -2.740678 -1.125363  -0.84
C: -0.894730 -2.854963 -2.731928  0.49
C: -0.314042 -2.563655 -3.968789  0.56
C: 1.073488 -3.017622 -4.356982  -2.00
C: -1.018542 -1.765751 -4.866112  -0.50
C: -0.204139 -3.711071 -1.719238  -0.54
C: -0.129801 -5.084137 -1.943078  -0.16
C: 0.447861 -5.925881 -1.006270  -1.32
C: 0.935815 -5.402290 0.182437  -0.31
C: 0.879894 -4.033833 0.439897  -1.01
C: 0.322336 -3.183043 -0.531362  1.16
Ge: 0.584770 -1.255634 -0.379849  0.22
S: 2.425245 -1.073464 -1.678340  -0.27
S: 1.107340 -0.363445 1.563126  0.49
Ge: 0.404255 1.594802 0.639024  0.37
S: 2.968591 0.917041 -1.400365  -0.23
S: -1.124689 0.257219 -0.773194  0.73
C: -0.535324 2.519816 2.084412  -0.46
C: -1.896950 2.554560 2.395277  -1.12
C: -2.309708 3.358709 3.459249  0.48
C: -1.401702 4.110023 4.192542  -0.92
C: -0.048034 4.072807 3.879552  -0.34
C: 0.384273 3.284447 2.822792  0.06
C: 1.822874 3.181042 2.405541  -0.34
C: 2.328429 4.045395 1.421596  1.14
C: 1.497153 5.193889 0.905010  -1.70
C: 3.611057 3.821365 0.927786  -0.67
C: 4.397585 2.774992 1.389351  0.44
C: 5.746050 2.489407 0.781061  -1.57
C: 3.896600 1.962172 2.401245  -0.54
C: 2.625582 2.149330 2.925720  1.05
C: 2.112496 1.259049 4.034143  -1.16
C: -2.932881 1.768545 1.651367  0.32
C: -3.241070 0.464369 2.051507  1.16
C: -2.510418 -0.196668 3.198053  -1.63
C: -4.243984 -0.226791 1.371913  -0.70
C: -4.951183 0.349915 0.322936  0.67
C: -6.093199 -0.373203 -0.346820  -1.67
C: -4.609044 1.637510 -0.070077  -1.15
C: -3.608609 2.356272 0.574439  1.44
C: -3.234276 3.730529 0.073221  -1.63
C: 1.357462 -3.558743 1.781579  0.12
C: 2.722502 -3.429174 2.055219  1.33
C: 3.780662 -3.751159 1.026473  -1.82
C: 3.114771 -2.989472 3.317490  -0.75
C: 2.194019 -2.700307 4.313608  0.54
C: 2.637771 -2.229054 5.677297  -1.75
C: 0.842396 -2.861493 4.027324  -0.80
C: 0.407090 -3.277198 2.777708  1.38
C: -1.073781 -3.370139 2.496020  -1.22
H: -4.022813 -0.394355 -5.488701  0.45
H: -2.585080 -0.387954 -6.523429  0.40
H: -2.725684 0.761581 -5.186867  0.19
H: -3.814014 -1.167036 -3.082740  0.38
H: -3.925963 -2.565427 -1.198084  0.56
H: -2.485142 -2.142681 -0.287316  -0.38
H: -2.690711 -3.790016 -0.871767  0.33
H: 1.560793 -3.598892 -3.576773  0.29
H: 1.699868 -2.144247 -4.553801  0.27
H: 1.045764 -3.625614 -5.265891  0.45
H: -0.564689 -1.540532 -5.828975  0.43
H: -0.542509 -5.485177 -2.863802  0.53
H: 0.501080 -6.992769 -1.193479  0.40
H: 1.360025 -6.055920 0.938181  0.53
H: -3.365900 3.389472 3.707038  0.49
H: -1.751710 4.730418 5.009222  0.42
H: 0.668578 4.656368 4.449215  0.56
H: 0.534188 4.852311 0.522190  0.20
H: 2.010489 5.705176 0.092956  0.45
H: 1.286545 5.913274 1.701391  0.35
H: 3.993792 4.472296 0.146826  0.31
H: 6.095315 3.327709 0.178165  0.38
H: 5.684082 1.612643 0.130030  0.24
H: 6.492511 2.280265 1.549167  0.42
H: 4.505076 1.143913 2.777339  0.38
H: 2.843328 0.483883 4.274314  0.30
H: 1.175038 0.765997 3.758778  0.25
H: 1.910192 1.841513 4.937621  0.35
H: -2.478093 0.452154 4.076271  0.49
H: -1.473903 -0.424122 2.924585  0.17
H: -3.001087 -1.130037 3.477747  0.48
H: -4.490296 -1.238815 1.685318  0.26
H: -6.135392 -1.418416 -0.040682  0.35
H: -6.005883 -0.337455 -1.434392  0.34
H: -7.047251 0.089862 -0.085353  0.41
H: -5.138658 2.099871 -0.900855  0.36
H: -4.035573 4.152428 -0.534173  0.50
H: -2.339329 3.682494 -0.557510  0.12
H: -3.016397 4.419566 0.889817  0.35
H: 3.448164 -3.533767 0.012149  0.20
H: 4.048387 -4.811630 1.064759  0.34
H: 4.685455 -3.171373 1.215676  0.40
H: 4.174862 -2.861020 3.520699  0.35
H: 3.668815 -1.872301 5.656221  0.38
H: 2.581450 -3.039428 6.409022  0.43
H: 2.002001 -1.417591 6.039080  0.37
H: 0.103909 -2.631462 4.792266  0.36
H: -1.644285 -3.303550 3.422797  0.54
H: -1.334565 -4.302013 1.990242  0.39
H: -1.401532 -2.549505 1.847860  -0.24
Cl: -1.006390 2.753950 -3.142912  -0.57
F: 0.349918 0.177957 -3.255610  0.36
F: 1.312454 3.325440 -1.735686  -0.57
C: 1.441262 3.987428 -5.442109  -0.81
S: 2.054732 2.314276 -5.427932  0.24
C: 0.655067 1.538717 -6.209980  -0.40
O: 2.067023 1.899528 -3.981529  -0.37
H: 1.461230 4.374394 -6.462965  0.41
H: 2.118608 4.555417 -4.807046  0.31
H: 0.433374 3.998496 -5.023624  0.18
H: 0.563718 1.932297 -7.224122  0.55
H: -0.234656 1.736634 -5.616603  -0.07
H: 0.860923 0.467505 -6.233798  0.08

Atoms 1-2, force components in eV/Å:
1.60 0.75 -0.56
0.02 -0.04 0.03